DFT (ωB97M-V/def2-TZVPD) results for a molecular structure, C4H6CoO in a non-equilibrium geometry.

The geometry in XYZ format:
```
12
Properties=species:S:1:pos:R:3
C -0.93527 1.65839 0.57380
C -1.07779 0.30871 0.49504
C 0.19605 -0.47203 0.52426
C 0.60388 -1.05153 -0.77124
O 1.73143 -0.91527 -1.23440
Co 2.63140 -1.26636 -2.79552
H -0.40108 2.12413 1.40707
H -1.70447 2.28733 0.11975
H -1.92498 -0.16841 0.99311
H 0.92107 0.44558 0.79843
H 0.11121 -1.32104 1.22553
H -0.15146 -1.62950 -1.33582
```

## Properties
2S+1 = 6
charge = +2
expectation value of S² = 8.760
HOMO level (alpha / beta) = -15.60 / -20.96 eV
orbital gap (alpha / beta) = 4.5 / 8.6 eV
ΔE to the lowest compared entry with this formula, charge and spin = 0.000 eV


DFT (ωB97M-V/def2-TZVPD) results for 10 unconnected molecules or ions with the total composition BF4H18O9 in a non-equilibrium geometry.

The geometry in XYZ format:
```
32
Properties=species:S:1:pos:R:3
B -0.08898 -0.36200 -0.41151
F 0.77228 -0.43799 -1.44351
F -0.38528 0.88844 -0.10987
F -1.17420 -1.09489 -0.67424
F 0.49911 -0.99021 0.67936
O 2.46462 -2.70108 0.07341
H 1.71883 -2.10881 -0.02278
H 2.32469 -3.12785 0.91870
O -3.24697 1.79691 1.49070
H -2.37926 1.62286 1.12599
H -3.28768 1.25811 2.28081
O 3.27122 0.13336 1.38884
H 3.14362 0.78135 2.08170
H 2.38486 -0.11129 1.12286
O -1.19159 -1.96519 -3.00982
H -0.75382 -1.29133 -3.52991
H -1.13520 -1.64726 -2.10873
O -0.86744 -3.06438 1.58915
H -0.93611 -2.26693 1.06419
H -0.77392 -3.76750 0.94642
O 3.48290 0.49306 -1.59285
H 2.58361 0.27580 -1.83839
H 3.66326 -0.05740 -0.83082
O -4.06607 -0.77693 -0.13542
H -3.18187 -0.71780 -0.49727
H -4.14119 -0.01586 0.44021
O -0.68540 3.84208 -0.57301
H -0.23132 3.47924 -1.33353
H -1.55172 4.08135 -0.90238
O 1.62006 2.75331 1.22830
H 1.21669 2.39509 2.01899
H 0.93227 2.70373 0.56443
```

## Properties
charge = -1
HOMO level = -7.59 eV
orbital gap = 10.2 eV
ΔE to the lowest compared entry with this formula, charge and spin = 0.850 eV


DFT (ωB97M-V/def2-TZVPD) results for a molecular structure, C23H61AlF3N2O16P4 in a non-equilibrium geometry.

The geometry in XYZ format:
```
110
Properties=species:S:1:pos:R:3
N -3.53810 -2.43135 3.24957
C -3.30806 -0.91982 3.25864
C -2.27354 -0.42333 2.05681
C -1.11969 0.57386 2.68889
C 0.39854 0.29467 2.11760
C 0.73730 1.29054 0.81844
Al -0.23153 0.50529 -0.81273
C 0.84072 0.62506 -2.57894
C -0.23328 0.37540 -3.79275
C 0.36586 -0.40806 -5.10176
N -0.86138 -0.94944 -5.86565
C -2.05649 1.37220 -1.17108
C -2.30428 2.81123 -0.42482
C -3.95434 3.07473 -0.48211
F -4.31160 4.50737 -0.35274
F -4.55801 2.60692 -1.77471
F -4.52644 2.19691 0.57841
H -4.49535 -2.67510 2.91127
H -2.80362 -2.89598 2.64148
H -2.95628 -0.59852 4.33696
H -4.37834 -0.41697 3.11208
H -2.93961 0.27123 1.35004
H -1.79614 -1.30916 1.45334
H -1.10026 0.46626 3.85615
H -1.42269 1.68823 2.45610
H 1.13951 0.64484 2.98488
H 0.60892 -0.83504 1.87916
H 0.20160 2.32611 1.06014
H 1.88441 1.47898 0.67430
H -0.47042 -1.06672 -0.54127
H 1.77509 -0.09603 -2.60079
H 1.26529 1.72930 -2.73624
H -1.10605 -0.29313 -3.32872
H -0.75357 1.41154 -4.07010
H 0.89808 0.32223 -5.86989
H 1.03316 -1.33460 -4.84472
H -1.62577 -0.24248 -5.67175
H -1.14562 -1.79184 -5.29211
H -2.29132 1.55534 -2.32670
H -2.87842 0.61519 -0.80177
H -1.71850 3.65499 -1.02663
H -1.95783 2.85913 0.69263
C 2.57145 4.94417 7.64751
O 2.58687 3.70439 6.96974
P 1.41873 3.39250 5.90753
O 1.46603 2.03540 5.28485
O 1.52604 4.61481 4.86132
C 2.73661 4.74737 4.14466
O 0.07135 3.72353 6.72464
C -1.14381 3.72731 6.00631
H 3.57094 5.38417 7.59675
H 1.85976 5.64856 7.20714
H 2.30713 4.77619 8.69415
H 3.36255 3.85446 4.22727
H 3.28301 5.60753 4.54022
H 2.50615 4.92573 3.09296
H -0.98222 3.67601 4.92589
H -1.67717 4.65277 6.23861
H -1.75181 2.87669 6.32181
C 5.66140 4.36314 -3.76361
O 4.49915 3.67324 -3.35142
P 4.62512 2.59052 -2.16737
O 3.36759 1.85498 -1.83677
O 5.24633 3.44020 -0.94579
C 4.48255 4.52481 -0.45905
O 5.85609 1.66443 -2.63613
C 6.34767 0.71553 -1.71387
H 5.43423 5.43105 -3.81934
H 6.49532 4.22179 -3.06993
H 5.95584 4.00774 -4.75383
H 3.45341 4.50064 -0.82810
H 4.95742 5.45616 -0.77842
H 4.47167 4.48721 0.63158
H 5.92955 0.86023 -0.71372
H 7.43436 0.82061 -1.65936
H 6.10393 -0.28920 -2.06582
C 4.29800 -5.72251 -6.57400
O 4.03831 -4.71529 -5.61758
P 4.83278 -3.32040 -5.73266
O 4.55425 -2.33410 -4.64577
O 4.47127 -2.80340 -7.21662
C 3.11018 -2.54912 -7.49843
O 6.37155 -3.77566 -5.86530
C 7.32333 -2.77923 -6.17167
H 3.34469 -6.10701 -6.94620
H 4.87637 -5.34818 -7.42368
H 4.84975 -6.53546 -6.09627
H 2.50216 -2.51534 -6.59008
H 2.73613 -3.34116 -8.15239
H 3.03019 -1.59238 -8.01733
H 6.85157 -1.83534 -6.45904
H 7.93604 -3.13406 -7.00450
H 7.96417 -2.61345 -5.30300
C -10.35541 -4.75316 3.26688
O -9.25113 -4.52809 2.41448
P -7.77686 -4.48542 3.05855
O -6.67059 -4.17445 2.10401
O -7.64660 -5.91452 3.79396
C -7.72968 -7.06848 2.98272
O -7.93331 -3.45281 4.28407
C -6.84797 -3.33148 5.17846
H -10.98814 -5.52710 2.82437
H -10.04912 -5.08372 4.26363
H -10.93102 -3.82907 3.35785
H -7.63859 -6.83022 1.91930
H -8.69387 -7.55134 3.16183
H -6.93018 -7.75588 3.26430
H -6.09305 -4.10579 5.01539
H -7.23129 -3.42317 6.19806
H -6.38911 -2.34785 5.05729
```

## Properties
charge = -1
HOMO level = -4.03 eV
orbital gap = 6.1 eV


DFT (ωB97M-V/def2-TZVPD) results for a molecular structure, C14H13N3O6V in a non-equilibrium geometry.

The geometry in XYZ format:
```
37
Properties=species:S:1:pos:R:3
C -0.71431 -3.73905 -2.48102
C -1.81286 -3.36900 -1.65432
C -1.31878 -2.92603 -0.38811
C 0.09427 -3.10511 -0.38660
C 0.47725 -3.62346 -1.67781
V -0.35418 -1.54760 -1.99360
N 1.35792 -1.39061 -2.30278
C -2.20855 -0.83630 -2.95900
C -2.88183 -0.88537 -1.76277
H -1.91314 -2.56413 0.45387
H -2.85944 -3.44340 -1.93044
H 0.75390 -3.01874 0.47093
H 1.46154 -3.99119 -1.94575
H -0.76942 -4.10069 -3.50675
H -3.74000 -1.56472 -1.65417
H -1.73914 0.08104 -3.36090
H 2.34396 -1.10540 -2.32711
H -2.90237 -0.02117 -1.09114
H -2.15099 -1.67837 -3.66796
O 1.32904 -0.99565 0.66118
C 0.59807 -0.04732 0.34887
O -0.28261 -0.03419 -0.60093
C 0.80432 1.22480 1.15914
C -0.08783 2.29434 1.06824
C 0.16031 3.47862 1.80110
C 1.26142 3.57412 2.66276
C 2.12715 2.47523 2.78622
C 1.89643 1.30267 2.04130
N 3.26652 2.51212 3.66470
O 3.50928 3.55233 4.31058
O 3.97202 1.48110 3.74145
N -0.68445 4.63209 1.62060
O -1.67387 4.54312 0.86602
O -0.38190 5.68319 2.23037
H -0.95536 2.20994 0.42151
H 1.44625 4.48537 3.22539
H 2.57141 0.45743 2.15696
```

## Properties
2S+1 = 4
charge = -2
expectation value of S² = 3.865
HOMO level (alpha / beta) = 0.57 / -1.55 eV
orbital gap (alpha / beta) = 4.0 / 6.2 eV
ΔE to the lowest compared entry with this formula, charge and spin = 0.097 eV


DFT (ωB97M-V/def2-TZVPD) results for a molecular structure, C35H69BClFMoN6OSi3.

The geometry in XYZ format:
```
118
Properties=species:S:1:pos:R:3
Mo 0.00239 0.18422 -0.36055
C 1.60066 -4.58560 -1.81304
C 1.54826 -3.15169 -2.21655
C 2.41463 -2.41460 -2.99003
C 1.86996 -1.13144 -3.04359
N 0.72793 -1.07490 -2.33314
N 0.53924 -2.34505 -1.86006
B -0.77824 -2.86184 -1.26955
N -1.91120 -1.86780 -1.56248
N -2.21390 -0.84949 -0.70514
C -3.45580 -0.45065 -1.03463
C -3.91163 -1.17322 -2.13607
C -2.90886 -2.07074 -2.43577
C -2.87099 -3.10494 -3.50700
C -4.33042 0.53327 -0.29561
C -5.58019 -0.23079 0.17805
C -3.63975 1.11641 0.92747
C -4.77560 1.65529 -1.24425
N -0.54388 -3.07256 0.23301
N 0.54775 -2.49149 0.79362
C 0.78122 -3.14180 1.92566
C -0.18107 -4.15366 2.11484
C -1.00063 -4.07885 1.00812
C -2.17380 -4.91057 0.61728
C 1.99365 -2.86901 2.77879
C 3.00664 -3.99428 2.52182
C 1.61486 -2.86102 4.26157
C 2.62086 -1.53825 2.38484
C 2.46678 -0.03311 -3.88419
C 2.38765 -0.47107 -5.35588
C 3.93762 0.15765 -3.49664
C 1.69472 1.25630 -3.71598
H 2.62124 -4.95424 -1.90367
H 0.95842 -5.19707 -2.44925
H 1.27598 -4.71655 -0.78200
H 3.31752 -2.75950 -3.45974
H -1.07023 -3.90837 -1.77872
H -4.86204 -1.08514 -2.62898
H -3.66941 -2.91122 -4.22048
H -3.00836 -4.10530 -3.09694
H -1.91860 -3.09168 -4.03429
H -5.29845 -1.09192 0.78402
H -6.17625 -0.58509 -0.66071
H -6.20335 0.42728 0.78490
H -3.63545 0.40332 1.75118
H -4.16725 2.01079 1.26211
H -2.60751 1.38985 0.71964
H -5.28114 1.25388 -2.12139
H -3.93800 2.25963 -1.59034
H -5.47053 2.31505 -0.72400
H -0.25935 -4.85038 2.93113
H -2.50319 -5.50835 1.46464
H -1.92062 -5.58498 -0.20162
H -3.00661 -4.29044 0.28584
H 2.57682 -4.97016 2.74903
H 3.89127 -3.85354 3.14432
H 3.31741 -3.99199 1.47650
H 1.24774 -3.83405 4.58672
H 0.84053 -2.12130 4.47028
H 2.48789 -2.61393 4.86669
H 2.81808 -1.50646 1.31488
H 3.55907 -1.38630 2.91977
H 1.95613 -0.70762 2.62311
H 2.95308 -1.38556 -5.53201
H 2.79547 0.31268 -5.99607
H 1.35256 -0.64754 -5.64887
H 4.53186 -0.71757 -3.75709
H 4.04249 0.32756 -2.42700
H 4.35245 1.01602 -4.02517
H 0.69111 1.15980 -4.12602
H 2.19235 2.07864 -4.23051
H 1.61126 1.52280 -2.66742
C -1.39153 -0.90419 2.36742
O -0.72902 0.14827 1.66547
Si -0.24786 1.64238 2.36439
C 0.79972 1.33581 3.88662
C -1.81822 2.35102 3.11760
C 0.47496 2.28733 0.78928
Si -0.29983 4.06526 0.59964
C -2.15529 4.17952 0.22135
C 0.53534 5.31483 -0.55617
C -0.15604 4.92796 2.31016
Si 2.38323 2.60584 0.81204
C 3.63981 1.39260 1.53365
C 3.06135 2.97891 -0.90309
C 2.80572 4.11368 1.88810
H -2.10004 -0.46468 3.06845
H -0.66185 -1.50306 2.90512
H -1.91728 -1.52488 1.64529
H 0.35453 0.55310 4.50644
H 0.79917 2.24990 4.48087
H 1.82699 1.06470 3.68747
H -2.37670 1.55341 3.61272
H -2.48408 2.83610 2.41299
H -1.55550 3.07239 3.88560
H -2.30502 4.81362 -0.64993
H -2.68664 4.62897 1.06009
H -2.62579 3.22973 0.00315
H 0.04163 5.36708 -1.52234
H 1.58798 5.13912 -0.73302
H 0.44738 6.29691 -0.08863
H 0.44333 4.40026 3.04665
H -1.13988 5.09481 2.74187
H 0.30838 5.90472 2.18604
H 4.59730 1.91044 1.43335
H 3.70677 0.46550 0.98365
H 3.52613 1.16741 2.58800
H 3.89454 3.67807 -0.81479
H 3.44103 2.06192 -1.34323
H 2.33526 3.40360 -1.58843
H 2.61782 3.93248 2.94557
H 2.32252 5.04456 1.61832
H 3.88227 4.25906 1.77622
F 1.89915 0.15211 -0.29089
Cl -0.49901 2.93364 -2.43518
C -1.10669 1.38289 -1.78197
H -1.28359 0.74884 -2.65597
H -2.06578 1.63229 -1.33733
```

## Properties
2S+1 = 3
charge = 0
expectation value of S² = 2.045
HOMO level (alpha / beta) = -8.40 / -8.58 eV
orbital gap (alpha / beta) = 8.1 / 8.7 eV
ΔE to the lowest compared entry with this formula, charge and spin = 0.000 eV


DFT (ωB97M-V/def2-TZVPD) results for a molecular structure, C27H58O4P2PbSi in a non-equilibrium geometry.

The geometry in XYZ format:
```
93
Properties=species:S:1:pos:R:3
P 1.09345 6.22948 -0.16964
P 3.95307 4.22939 -0.68668
C 2.83991 6.85139 -0.10346
C 3.88520 6.07312 -0.93815
H 3.12164 6.87221 0.96325
H 2.77044 7.89088 -0.46310
H 3.74372 6.24419 -2.01793
H 4.89483 6.42121 -0.67027
C 4.99477 4.16619 0.81434
H 5.18611 3.11958 1.07344
H 4.50702 4.66495 1.66178
H 5.94031 4.67027 0.57958
C 5.08122 3.65941 -1.99286
H 6.09260 4.04001 -1.79715
H 4.72179 4.01426 -2.96716
H 5.08908 2.56332 -1.98865
C 0.12262 7.23167 1.00032
H -0.89713 6.82148 1.03823
H 0.09448 8.27424 0.65254
H 0.57878 7.16691 1.99850
C 0.53949 6.85303 -1.78581
H 1.12259 6.41267 -2.60374
H 0.65394 7.94429 -1.78655
H -0.51897 6.59661 -1.91400
Pb -1.48718 -0.64318 -0.75788
C 2.61025 1.96452 -0.69693
C 2.55071 1.95145 0.66739
C 2.03736 3.10501 1.44252
C 0.51635 3.04222 1.78668
C -0.30377 3.92137 0.92029
C -0.26676 4.04723 -0.43389
C 0.83845 3.63437 -1.35250
C 1.31184 2.16008 -1.48173
C -3.56691 -0.25270 -0.04844
H 3.42894 1.46579 -1.22246
H 2.80689 1.06141 1.24723
H 2.20817 4.05216 0.89054
H 2.60505 3.20931 2.38600
H 0.15857 1.99413 1.78807
H 0.40915 3.41216 2.82206
H -1.06132 4.51696 1.45041
H -1.15990 4.43767 -0.94841
H 1.75831 4.17691 -1.01904
H 0.64826 4.03828 -2.36650
H 0.52544 1.44644 -1.14661
H 1.47656 1.95934 -2.55727
H -4.29215 -0.93714 -0.50351
H -3.81190 0.78811 -0.30868
H -3.57670 -0.37105 1.04040
C -4.68559 -3.26393 1.80635
C -3.39845 -3.84805 2.37051
C -2.62239 -2.80831 3.16817
C -3.73519 -5.01664 3.28900
O -2.58717 -4.38142 1.28547
Si -1.57557 -3.61860 0.24086
O -1.06882 -2.15960 0.71964
O -0.35435 -4.66329 -0.05917
C 0.30180 -5.73231 0.68214
C 1.69948 -5.24584 1.05062
C -0.45036 -6.10277 1.95382
C 0.39217 -6.94489 -0.23754
O -2.43878 -3.31813 -1.15023
C -2.16549 -3.77569 -2.51515
C -0.97939 -3.00938 -3.10944
C -1.86525 -5.26981 -2.50522
C -3.44887 -3.50439 -3.29492
H -5.28264 -2.87369 2.64102
H -5.26859 -4.04728 1.31280
H -4.50181 -2.45143 1.09259
H -3.22582 -2.47306 4.02489
H -1.69766 -3.25456 3.55222
H -2.35983 -1.93866 2.55700
H -4.28989 -5.78931 2.74781
H -2.82652 -5.45625 3.71641
H -4.36609 -4.65910 4.11277
H 1.63809 -4.37717 1.71762
H 2.25086 -6.04663 1.56497
H 2.25612 -4.97569 0.14305
H -1.47107 -6.44832 1.74212
H 0.08590 -6.93648 2.43919
H -0.47339 -5.26555 2.66736
H -0.60655 -7.29355 -0.53567
H 0.98584 -6.70955 -1.13182
H 0.89458 -7.75889 0.30318
H -0.07977 -3.14400 -2.49311
H -0.78469 -3.42035 -4.10970
H -1.19998 -1.93481 -3.20792
H -2.66659 -5.83704 -2.01259
H -1.77272 -5.64333 -3.53773
H -0.91429 -5.46909 -1.99852
H -4.29543 -4.05065 -2.86254
H -3.69654 -2.43483 -3.29990
H -3.32398 -3.83924 -4.33495
```

## Properties
charge = +2
HOMO level (alpha / beta) = -12.24 / -12.23 eV
orbital gap (alpha / beta) = 3.5 / 3.6 eV
ΔE to the lowest compared entry with this formula, charge and spin = 1.065 eV


The lowest charge belongs to which entry? C14H13N3O6V